The following is a DFT calculation (ωB97M-V/def2-TZVPD) of a structure of composition C7H27FeO10.

Geometry as XYZ:
```
45
Properties=species:S:1:pos:R:3:mulliken_spin:R:1
Fe 1.20 1.50 3.80 3.626
C 0.52 1.09 0.47 -0.011
O 0.56 1.78 1.70 0.328
H 1.31 0.34 0.40 0.009
H -0.40 0.57 0.20 0.023
H 0.68 1.60 -0.48 0.012
C -0.85 -3.30 1.16 0.065
C -0.48 -4.38 -0.01 0.038
O -0.95 -5.68 0.27 0.304
O -2.17 -3.08 1.38 0.021
H -0.40 -2.34 0.91 0.001
H -0.44 -3.66 2.10 0.007
H 0.60 -4.38 -0.09 -0.005
H -0.84 -4.05 -0.98 0.048
H -1.90 -5.63 0.45 -0.006
H -2.21 -2.40 2.06 0.002
C -1.82 -0.53 -1.99 0.055
C -3.19 -1.17 -2.07 0.025
O -3.86 -0.51 -3.15 0.398
O -1.04 -0.92 -3.11 0.011
H -1.43 -0.92 -1.05 0.014
H -1.84 0.56 -1.94 -0.003
H -3.86 -1.10 -1.21 0.000
H -3.11 -2.21 -2.38 0.032
H -3.25 -0.73 -3.87 -0.007
H -0.12 -0.75 -2.89 0.001
C 1.63 5.02 0.04 0.000
C 2.74 4.45 1.03 -0.001
O 3.12 3.07 0.78 0.009
O 0.42 4.31 -0.05 0.000
H 1.91 5.08 -1.01 0.000
H 1.36 6.03 0.34 0.000
H 2.68 4.69 2.10 0.000
H 3.67 4.89 0.66 0.000
H 2.33 2.54 0.92 0.011
H 0.50 3.41 0.27 -0.010
O 3.59 -1.46 0.90 0.000
H 3.17 -0.62 1.07 0.000
H 4.38 -1.24 0.40 0.000
O 1.63 -2.09 -1.03 0.000
H 1.31 -1.21 -0.81 0.000
H 2.29 -2.28 -0.36 0.000
O -2.69 2.05 1.97 0.001
H -2.98 1.76 1.11 0.000
H -1.74 1.91 1.96 0.000
```

E_LUMO (spin up / spin down) = -10.447 / -12.106 eV
Kohn-Sham gap (spin up / spin down) = 4.5 / 2.6 eV
energy = -62531.531 eV
multiplicity = 6
E_HOMO (spin up / spin down) = -14.99 / -14.71 eV
net charge = +2

---

The following is a DFT calculation (ωB97M-V/def2-TZVPD) of a cluster of 7 separate species, C7H27NO6 in total.

Geometry as XYZ:
```
41
Properties=species:S:1:pos:R:3:mulliken_charge:R:1
C 1.47 -2.44 -2.21 -1.262
C 0.66 -2.34 -1.17 0.601
C 0.35 -3.46 -0.19 -1.030
C -0.05 -0.97 -1.06 -0.738
C -0.12 -0.26 0.28 0.165
C -1.58 -0.45 0.69 0.634
C -2.50 0.60 0.07 -0.871
N -1.54 -0.48 2.19 -0.623
H 1.93 -3.36 -2.52 0.330
H 1.63 -1.78 -3.05 0.330
H 0.86 -3.38 0.80 0.190
H 0.52 -4.45 -0.66 0.402
H -0.73 -3.49 0.01 0.258
H 0.41 -0.28 -1.80 0.387
H -1.04 -1.09 -1.55 0.544
H 0.26 0.75 0.38 0.011
H 0.48 -0.79 1.01 -0.138
H -2.06 -1.44 0.44 0.155
H -3.18 1.07 0.77 0.458
H -1.96 1.36 -0.49 -0.232
H -3.11 0.15 -0.69 0.240
H -0.91 0.30 2.43 0.100
H -2.42 -0.58 2.62 0.311
O 2.89 0.64 -0.72 -0.639
H 3.14 0.26 0.14 0.413
H 3.32 0.14 -1.42 0.260
O -0.05 2.38 2.97 -0.615
H -0.67 2.25 3.73 0.273
H -0.07 3.35 2.92 0.307
O 3.10 -1.05 1.41 -0.722
H 2.38 -1.30 2.00 0.308
H 3.07 -1.64 0.63 0.335
O -1.85 0.35 -3.15 -0.655
H -2.74 0.01 -3.14 0.302
H -1.60 0.90 -2.42 0.246
O 1.73 3.79 1.38 -0.659
H 1.28 2.91 1.38 0.354
H 2.64 3.50 1.41 0.302
O -1.48 3.24 -1.48 -0.663
H -0.57 3.39 -1.22 0.327
H -1.88 3.66 -0.70 0.303
```

E_LUMO = 0.316 eV
Kohn-Sham gap = 9.2 eV
energy = -21470.336 eV
E_HOMO = -8.91 eV

---

The following is a DFT calculation (ωB97M-V/def2-TZVPD) of a structure of composition C7H28BeN14O11S.

Geometry as XYZ:
```
62
Properties=species:S:1:pos:R:3:mulliken_charge:R:1
Be 0.58 3.34 -1.04 1.105
S -0.16 0.57 -0.29 1.655
O 0.97 1.45 0.08 -1.114
O -0.84 1.36 -1.35 -1.077
O 0.36 -0.69 -0.85 -0.298
O -0.97 0.38 0.87 -0.952
C -2.20 -3.13 -0.44 0.459
O -2.98 -4.11 -0.54 -0.740
N -1.45 -2.77 -1.50 -0.153
N -2.27 -2.36 0.62 -0.078
H -0.71 -2.10 -1.28 0.180
H -1.30 -3.49 -2.19 0.226
H -1.63 -1.61 0.80 0.028
H -2.75 -2.60 1.47 0.191
C 3.07 1.43 -2.45 0.601
O 1.97 2.04 -2.49 -0.439
N 3.81 1.40 -3.55 -0.406
N 3.35 0.50 -1.53 -0.228
H 4.69 0.92 -3.63 0.190
H 3.49 2.06 -4.24 0.244
H 4.11 -0.12 -1.75 0.231
H 2.57 0.21 -0.96 0.035
C -4.39 1.53 -0.49 0.496
O -5.56 1.81 -0.33 -0.693
N -3.79 1.28 -1.68 -0.271
N -3.49 1.48 0.53 -0.204
H -4.36 1.34 -2.51 0.183
H -2.85 0.96 -1.76 0.284
H -2.52 1.26 0.31 0.168
H -3.86 1.53 1.46 0.104
C -1.23 0.00 4.42 0.726
O -0.71 -1.11 4.37 -0.680
N -1.76 0.66 3.38 -0.223
N -1.30 0.67 5.58 -0.421
H -1.53 0.33 2.45 0.179
H -2.27 1.52 3.46 0.220
H -1.79 1.54 5.66 0.154
H -0.97 0.15 6.37 0.250
C -0.60 -0.39 -4.67 0.442
O -0.96 -0.73 -5.79 -0.705
N 0.23 -1.17 -3.93 -0.235
N -0.99 0.71 -4.00 -0.195
H 0.53 -1.97 -4.46 0.195
H 0.35 -1.14 -2.93 0.110
H -1.63 1.28 -4.54 0.214
H -0.80 0.87 -3.02 0.255
C 2.69 2.00 3.08 0.434
O 3.05 2.27 4.23 -0.706
N 1.44 1.93 2.68 -0.117
N 3.60 1.62 2.13 -0.356
H 1.07 1.60 1.78 0.297
H 0.77 2.32 3.33 0.153
H 3.23 1.37 1.23 0.218
H 4.53 1.95 2.30 0.216
C 2.00 -2.94 1.21 0.419
O 2.52 -3.89 1.77 -0.739
N 2.25 -2.66 -0.06 -0.219
N 1.11 -2.09 1.72 -0.035
H 2.97 -3.17 -0.53 0.186
H 1.73 -1.87 -0.41 0.156
H 0.84 -2.25 2.68 0.130
H 0.73 -1.31 1.21 -0.052
```

E_LUMO = -6.816 eV
Kohn-Sham gap = 1.9 eV
energy = -62336.131 eV
E_HOMO = -8.77 eV

---

The following is a DFT calculation (ωB97M-V/def2-TZVPD) of a structure of composition C7H28CsN14Na2O11S.

Geometry as XYZ:
```
64
Properties=species:S:1:pos:R:3:mulliken_charge:R:1
Na -1.42 2.91 -0.52 0.897
Na 2.45 2.67 -0.23 0.887
Cs -0.55 3.04 3.12 1.062
S -0.02 0.41 0.65 1.004
O 0.78 0.92 1.75 -1.020
O -0.02 -1.00 0.44 -1.016
O -1.40 0.86 0.81 -1.211
O 0.50 1.10 -0.57 -0.503
C 4.53 1.24 2.39 0.591
O 4.47 2.02 1.42 -0.613
N 3.43 0.80 3.02 -0.297
N 5.64 0.91 3.08 -0.444
H 3.55 0.03 3.66 0.255
H 2.59 0.93 2.48 0.240
H 6.49 1.14 2.57 0.275
H 5.61 0.89 4.08 0.213
C 1.30 2.00 -4.23 0.646
O 2.44 1.64 -3.94 -0.629
N 0.36 2.26 -3.30 -0.198
N 0.87 2.12 -5.51 -0.407
H -0.51 2.75 -3.37 0.169
H 0.75 1.99 -2.40 -0.013
H 1.49 2.00 -6.29 0.257
H -0.13 2.06 -5.63 0.175
C -4.63 1.72 -1.19 0.697
O -3.90 2.60 -0.65 -0.809
N -4.61 0.44 -0.86 -0.087
N -5.53 2.09 -2.12 -0.425
H -5.17 -0.27 -1.30 0.200
H -3.97 0.15 -0.14 0.138
H -5.60 3.07 -2.35 0.252
H -5.91 1.39 -2.74 0.190
C 0.42 -1.88 4.06 0.412
O 0.70 -2.55 5.05 -0.687
N 0.00 -2.46 2.92 -0.159
N 0.72 -0.55 4.02 -0.167
H 0.07 -3.45 2.80 0.222
H -0.10 -1.86 2.13 0.069
H 1.24 -0.19 4.80 0.255
H 0.82 0.07 3.21 0.161
C -1.23 -1.60 -2.91 0.400
O -1.89 -1.80 -3.92 -0.722
N -0.42 -2.52 -2.33 -0.267
N -1.30 -0.40 -2.26 0.250
H -0.46 -3.47 -2.66 0.224
H -0.01 -2.27 -1.45 0.203
H -0.61 -0.09 -1.61 -0.104
H -1.84 0.31 -2.70 0.079
C 3.87 -1.03 -0.21 0.483
O 5.07 -1.19 -0.11 -0.661
N 3.18 -0.18 -1.03 0.003
N 3.03 -1.64 0.69 -0.211
H 3.54 0.33 -1.82 0.232
H 2.18 -0.27 -1.01 -0.078
H 3.58 -2.00 1.46 0.225
H 2.03 -1.61 0.68 0.257
C -3.75 -2.02 1.41 0.429
O -4.84 -2.44 1.80 -0.703
N -2.88 -2.79 0.74 -0.139
N -3.37 -0.73 1.64 -0.212
H -3.00 -3.77 0.59 0.191
H -2.03 -2.32 0.45 0.158
H -4.01 -0.18 2.20 0.167
H -2.55 -0.28 1.26 0.215
```

E_LUMO = -5.143 eV
Kohn-Sham gap = 6.3 eV
energy = -71318.888 eV
E_HOMO = -11.49 eV
net charge = +1

---

Largest force on an atom across the listed records, respectively: 3.8, 2.7, 6.3, 2.7 eV/Å.
Molecular weight across the listed records, respectively: 327.128, 221.294, 525.467, 695.340 Da.